1.
A structure of composition C6H5BiCl2LaNO3. Source: the OMol25 dataset; level of theory: ωB97M-V/def2-TZVPD.

Computed properties:
Spin multiplicity: 1
ΔE to the lowest compared entry with this formula, charge and spin, kcal per mole: 0.00
Net charge: +4

```
19
C6H5BiCl2LaNO3 | the OMol25 dataset | ωB97M-V/def2-TZVPD
La 1.063 4.202 -4.664
Bi 0.646 0.209 -0.182
Cl 3.470 3.557 -4.263
Cl -1.425 0.289 -1.512
C -0.755 0.867 1.614
C 2.280 5.685 -6.001
C -0.146 6.063 -5.561
O -1.809 0.809 2.044
O 2.827 6.491 -6.637
O -0.415 7.062 -6.117
C -0.713 -3.478 4.000
C -0.547 -3.745 2.481
C -0.344 -2.568 1.681
N 0.077 -1.773 0.944
H 0.180 -3.042 4.450
H -0.886 -4.406 4.551
H -1.539 -2.820 4.285
H 0.350 -4.380 2.368
H -1.432 -4.288 2.097
```

Mulliken population analysis, charges in e, atoms 1 to 6: number 1, La, carries 1.74; number 2, Bi, carries 1.46; number 3, Cl, carries -0.25; number 4, Cl, carries -0.18; number 5, C, carries 0.27; number 6, C, carries 0.18

***

2.
A structure of composition C33H71AgClF4N7O8S4. Source: the OMol25 dataset; level of theory: ωB97M-V/def2-TZVPD.

Computed properties:
Spin multiplicity: 1
Net charge: +2

```
129
C33H71AgClF4N7O8S4 | the OMol25 dataset | ωB97M-V/def2-TZVPD
Ag 4.490 -11.675 17.252
C 8.200 -13.158 24.101
C 7.403 -12.065 23.405
C 8.134 -10.718 23.089
C 7.228 -9.848 22.258
N 7.763 -8.424 21.852
C 6.502 -7.652 21.378
C 5.954 -6.862 22.629
C 6.922 -7.170 23.815
C 8.195 -7.570 23.081
C 8.938 -8.413 20.911
H 8.456 -12.819 25.105
H 9.067 -13.355 23.469
H 7.872 -14.186 24.252
H 6.462 -11.947 23.942
H 7.140 -12.434 22.414
H 9.136 -10.915 22.705
H 8.417 -10.155 23.978
H 6.246 -9.760 22.725
H 7.072 -10.384 21.322
H 6.869 -6.929 20.650
H 5.769 -8.323 20.929
H 5.757 -5.799 22.489
H 5.054 -7.323 23.035
H 7.085 -6.286 24.433
H 6.526 -7.949 24.467
H 8.712 -6.652 22.798
H 8.895 -8.073 23.748
H 9.311 -7.396 20.793
H 8.745 -8.914 19.962
H 9.691 -9.031 21.402
C 6.498 -9.848 13.443
C 5.982 -11.031 14.349
C 6.013 -12.348 13.659
C 5.046 -12.387 12.373
N 5.527 -13.540 11.470
C 4.580 -13.706 10.295
C 5.326 -14.352 9.135
C 6.665 -13.496 9.226
C 6.874 -13.275 10.761
C 5.659 -14.881 12.273
H 5.706 -9.526 12.766
H 7.484 -10.006 13.007
H 6.929 -9.007 13.986
H 5.015 -10.973 14.850
H 6.544 -11.023 15.283
H 5.635 -13.027 14.423
H 7.049 -12.684 13.619
H 4.815 -11.460 11.849
H 4.040 -12.642 12.707
H 3.691 -14.188 10.703
H 4.364 -12.746 9.826
H 5.686 -15.358 9.354
H 4.874 -14.233 8.151
H 7.505 -13.950 8.700
H 6.500 -12.608 8.616
H 7.603 -13.922 11.249
H 7.210 -12.251 10.924
H 6.047 -14.661 13.267
H 6.357 -15.622 11.881
H 4.622 -15.179 12.431
C 8.242 -17.298 15.599
C 7.296 -16.307 16.225
C 7.911 -15.520 17.418
C 9.231 -14.882 17.115
N 9.350 -13.471 17.790
C 10.880 -12.954 17.710
C 10.901 -12.024 18.915
C 9.737 -12.216 19.903
C 9.104 -13.433 19.299
C 8.297 -12.552 17.007
H 7.835 -18.273 15.334
H 9.165 -17.366 16.176
H 8.628 -16.833 14.692
H 6.391 -16.741 16.649
H 6.915 -15.613 15.475
H 8.140 -16.357 18.078
H 7.096 -14.980 17.901
H 9.590 -14.659 16.110
H 10.024 -15.567 17.412
H 11.038 -12.428 16.769
H 11.610 -13.756 17.823
H 10.940 -10.972 18.633
H 11.882 -12.107 19.384
H 9.155 -11.297 19.968
H 10.088 -12.522 20.889
H 8.080 -13.579 19.642
H 9.588 -14.322 19.703
H 8.456 -12.896 15.985
H 8.680 -11.534 17.077
H 7.299 -12.767 17.390
C 2.954 -9.315 22.170
C 2.795 -9.080 20.681
N 2.877 -7.616 20.515
C 1.920 -6.727 20.982
C 2.303 -5.496 20.563
N 3.422 -5.573 19.696
C 3.717 -6.929 19.701
C 4.161 -4.520 19.036
H 2.708 -10.351 22.403
H 2.362 -8.624 22.770
H 3.985 -9.109 22.455
H 1.864 -9.370 20.194
H 3.551 -9.636 20.127
H 1.170 -6.953 21.725
H 1.708 -4.595 20.565
H 4.551 -7.338 19.150
H 3.671 -3.550 19.120
H 4.220 -4.770 17.977
H 5.201 -4.467 19.361
Cl 6.342 -9.884 18.402
N 4.751 -13.680 18.200
S 3.891 -14.902 18.000
O 2.383 -14.960 17.857
O 4.477 -16.237 18.096
F 4.305 -14.875 16.435
S 4.539 -13.881 19.901
O 5.427 -14.716 20.663
O 3.175 -13.776 20.480
F 5.056 -12.467 20.381
N 2.678 -10.670 16.249
S 1.668 -11.322 15.268
O 1.795 -10.965 13.850
O 0.358 -11.693 15.815
F 2.500 -12.686 15.352
S 1.984 -9.066 16.293
O 0.724 -8.854 16.979
O 2.251 -8.060 15.260
F 2.942 -8.441 17.450
```

Mulliken population analysis, charges in e, atoms 1 to 6: number 1, Ag, carries 1.36; number 2, C, carries -1.44; number 3, C, carries -0.08; number 4, C, carries -0.78; number 5, C, carries -0.02; number 6, N, carries 0.61

***

3.
An isolated molecule of C31H35N5O3S. Source: the OMol25 dataset; level of theory: ωB97M-V/def2-TZVPD.

Computed properties:
Spin multiplicity: 1
Net charge: 0
SMILES: COc1ccc(N(C(=O)CSc2nnc(-c3ccccc3)n2C)[C@H](C(=O)NC(C)(C)C)c2ccc(C)cc2)cc1

```
75
C31H35N5O3S | the OMol25 dataset | ωB97M-V/def2-TZVPD
C 3.842 -2.189 0.402
H 3.251 -2.907 -0.174
O 3.105 -1.646 1.470
C 2.012 -0.892 1.198
C 1.360 -0.347 2.306
C 0.265 0.468 2.144
C -0.213 0.749 0.868
C 0.416 0.196 -0.235
C 1.523 -0.620 -0.076
H 1.999 -1.033 -0.952
H 0.049 0.418 -1.227
N -1.299 1.653 0.699
C -2.593 1.328 0.863
O -3.499 2.135 0.703
C -2.892 -0.120 1.187
H -3.928 -0.206 1.512
H -2.208 -0.571 1.903
S -2.716 -1.085 -0.354
C -1.462 -2.177 0.145
N -1.040 -2.368 1.367
N -0.069 -3.282 1.312
C 0.106 -3.643 0.066
N -0.779 -2.960 -0.737
C -1.039 -3.058 -2.144
H -0.437 -2.336 -2.701
H -2.092 -2.838 -2.322
H -0.817 -4.067 -2.490
C 1.100 -4.613 -0.353
C 1.468 -5.605 0.556
C 2.429 -6.537 0.220
C 3.040 -6.491 -1.024
C 2.696 -5.496 -1.923
C 1.735 -4.557 -1.593
H 1.507 -3.768 -2.293
H 3.182 -5.445 -2.886
H 3.788 -7.223 -1.289
H 2.705 -7.304 0.929
H 0.987 -5.619 1.521
C -0.962 3.034 0.307
C 0.305 3.477 0.987
C 1.570 3.160 0.509
C 2.696 3.543 1.211
C 2.597 4.239 2.410
C 1.331 4.557 2.882
C 0.201 4.182 2.180
H -0.776 4.437 2.568
H 1.227 5.103 3.809
C 3.831 4.625 3.168
H 4.344 3.733 3.528
H 3.585 5.251 4.022
H 4.520 5.167 2.523
H 3.674 3.293 0.825
H 1.674 2.634 -0.425
C -0.974 3.067 -1.240
O 0.023 3.057 -1.933
N -2.234 3.054 -1.704
H -2.986 2.991 -1.027
C -2.616 2.858 -3.104
C -2.058 4.002 -3.951
H -0.975 4.025 -3.873
H -2.336 3.867 -4.993
H -2.452 4.954 -3.603
C -4.143 2.853 -3.149
H -4.539 2.051 -2.530
H -4.487 2.705 -4.169
H -4.536 3.800 -2.786
C -2.069 1.512 -3.592
H -2.386 1.326 -4.615
H -0.983 1.526 -3.560
H -2.435 0.706 -2.958
H -1.793 3.656 0.662
H -0.225 0.901 3.003
H 1.741 -0.580 3.287
H 4.221 -1.405 -0.263
H 4.682 -2.709 0.860
```

Mulliken population analysis, charges in e, atoms 1 to 6: number 1, C, carries -0.60; number 2, H, carries 0.09; number 3, O, carries -0.49; number 4, C, carries 0.32; number 5, C, carries -1.18; number 6, C, carries -0.10

***

4.
An isolated molecule of C4H6OS. Source: the OMol25 dataset; level of theory: ωB97M-V/def2-TZVPD.

Computed properties:
Spin multiplicity: 1
ΔE to the lowest compared entry with this formula, charge and spin, kcal per mole: 84.22
Net charge: 0
SMILES: C=C(C=S)OC

```
12
C4H6OS | the OMol25 dataset | ωB97M-V/def2-TZVPD
C -1.735 -0.306 0.174
C 0.508 0.058 -0.015
C 1.307 0.290 1.134
C 1.009 0.113 -1.321
H -1.862 -0.734 -0.940
H -1.620 -1.078 0.959
H -2.677 0.161 0.404
H 0.996 0.587 2.163
H 2.442 0.000 1.168
H 2.015 -0.214 -1.483
O -0.652 0.542 0.427
S 0.269 0.578 -2.670
```

Mulliken population analysis, charges in e, atoms 1 to 6: number 1, C, carries -0.64; number 2, C, carries 0.66; number 3, C, carries -0.64; number 4, C, carries -0.45; number 5, H, carries 0.24; number 6, H, carries 0.30

***

| no. | HOMO-LUMO gap (hartree) | largest force on an atom (eV/A) |
| --- | --- | --- |
| 1 | 0.2631 | 11.01 |
| 2 | 0.3207 | 15.18 |
| 3 | 0.3196 | 1.26 |
| 4 | 0.2857 | 7.75 |